Entry 1:
{"formula": "C5H13N2", "method": "ωB97M-V/def2-TZVPD", "charge": 1, "largest_force_ev_per_a": 5.73, "gap_ha": 0.2240, "de_lowest_kj_mol": 413.1, "elements": ["C", "C", "C", "N", "C", "C", "N", "H", "H", "H", "H", "H", "H", "H", "H", "H", "H", "H", "H", "H"], "coordinates": [[-0.602, 2.057, -1.275], [-0.866, 0.774, -2.259], [0.085, -0.248, -1.935], [0.088, -2.238, 1.402], [0.751, -1.796, 0.172], [-0.057, -0.986, -0.709], [0.776, 0.559, 3.084], [0.374, 2.559, -1.339], [-1.343, 2.864, -1.289], [-0.922, 1.104, -3.306], [-1.928, 0.457, -2.109], [1.018, -0.339, -2.606], [0.401, 1.513, 3.107], [-0.818, -2.635, 1.323], [0.593, -2.965, 1.789], [1.902, -1.739, 0.286], [-1.068, -0.988, -0.419], [-0.594, 1.734, -0.195], [1.263, 0.200, 2.317], [0.946, 0.111, 3.962]], "lowdin_charge": [-0.042, -0.206, 0.008, 0.150, 0.035, -0.065, 0.027, 0.078, 0.080, 0.121, 0.137, 0.167, 0.029, 0.106, 0.073, 0.170, 0.098, 0.077, -0.049, 0.006]}

***

Entry 2:
{"formula": "C5H13N2", "method": "ωB97M-V/def2-TZVPD", "charge": 1, "largest_force_ev_per_a": 2.80, "gap_ha": 0.3481, "de_lowest_kj_mol": 189.5, "smiles": "C=C(N)C[C@@H](C)[NH3+]", "elements": ["C", "C", "C", "C", "C", "N", "N", "H", "H", "H", "H", "H", "H", "H", "H", "H", "H", "H", "H", "H"], "coordinates": [[-0.756, -0.282, -1.812], [0.339, -0.810, -0.900], [-0.032, -1.135, 0.558], [-0.467, 0.151, 1.367], [-1.580, 0.827, 1.057], [0.672, 0.701, 1.976], [1.431, 0.261, -0.787], [-1.007, 0.784, -1.732], [-0.405, -0.460, -2.827], [-1.699, -0.784, -1.590], [0.744, -1.743, -1.276], [0.760, -1.500, 1.201], [-0.871, -1.832, 0.523], [-2.180, 0.513, 0.215], [-1.772, 1.810, 1.481], [1.262, 0.145, 2.572], [0.649, 1.701, 2.063], [1.628, 0.386, 0.225], [1.031, 1.184, -0.964], [2.253, 0.079, -1.351]], "lowdin_charge": [-0.045, -0.302, -0.095, -0.377, 0.062, 0.065, 0.217, 0.089, 0.093, 0.098, 0.150, 0.113, 0.130, 0.055, 0.076, 0.108, 0.106, 0.123, 0.164, 0.171]}

***

Entry 3:
{"formula": "C5H13N2", "method": "ωB97M-V/def2-TZVPD", "charge": 1, "largest_force_ev_per_a": 3.21, "gap_ha": 0.2375, "de_lowest_kj_mol": 852.0, "elements": ["C", "C", "C", "C", "N", "C", "N", "H", "H", "H", "H", "H", "H", "H", "H", "H", "H", "H", "H", "H"], "coordinates": [[-2.775, 0.158, -0.060], [-1.466, 0.987, -0.349], [-0.437, 0.783, 0.720], [-0.067, -0.721, 0.742], [2.525, 0.202, 0.395], [2.160, -0.230, -0.796], [0.278, -1.158, -0.596], [-3.151, 0.111, 1.057], [-2.463, -0.866, -0.391], [-3.575, 0.579, -0.747], [-1.611, 2.039, -0.364], [-1.065, 0.672, -1.378], [-0.900, 1.195, 1.595], [0.477, 1.391, 0.489], [0.817, -0.942, 1.454], [-0.957, -1.506, 1.144], [2.685, -1.178, -1.098], [3.146, 0.987, 0.294], [1.797, 0.402, -1.633], [0.700, -2.048, -0.556]], "lowdin_charge": [-0.096, -0.287, -0.217, -0.259, 0.198, -0.085, 0.185, 0.119, 0.057, 0.093, 0.094, 0.123, 0.118, 0.115, 0.145, 0.231, 0.173, 0.105, 0.122, 0.066]}

***

Entry 4:
{"formula": "C5H13N2", "method": "ωB97M-V/def2-TZVPD", "charge": 1, "largest_force_ev_per_a": 2.58, "gap_ha": 0.3010, "de_lowest_kj_mol": 272.6, "smiles": "C/C(=C\\N)CC[NH3+]", "elements": ["C", "C", "C", "C", "N", "C", "N", "H", "H", "H", "H", "H", "H", "H", "H", "H", "H", "H", "H", "H"], "coordinates": [[1.765, -0.811, 0.079], [0.937, 0.045, 1.067], [-0.453, 0.320, 0.609], [-0.530, 1.276, -0.371], [-1.480, 1.252, -1.384], [-1.643, -0.264, 1.259], [1.088, -0.983, -1.309], [1.797, -1.816, 0.604], [2.698, -0.279, -0.089], [1.465, 0.901, 1.512], [1.019, -0.358, 2.116], [0.224, 2.050, -0.483], [-1.607, 2.151, -1.849], [-2.273, 0.641, -1.415], [-1.715, 0.215, 2.250], [-1.515, -1.337, 1.439], [-2.591, -0.087, 0.716], [0.193, -1.466, -1.175], [1.645, -1.455, -2.026], [0.976, 0.006, -1.549]], "lowdin_charge": [-0.097, -0.186, -0.357, -0.182, 0.071, -0.051, 0.194, 0.148, 0.126, 0.127, 0.138, 0.133, 0.104, 0.089, 0.103, 0.083, 0.086, 0.168, 0.172, 0.132]}

***

Entry 5:
{"formula": "C5H13N2", "method": "ωB97M-V/def2-TZVPD", "multiplicity": 2, "charge": 2, "s2": 0.7551, "largest_force_ev_per_a": 4.48, "gap_ha": [0.4379, 0.2462], "de_lowest_kj_mol": 364.9, "elements": ["C", "N", "C", "N", "C", "C", "C", "H", "H", "H", "H", "H", "H", "H", "H", "H", "H", "H", "H", "H"], "coordinates": [[0.491, -0.544, -1.454], [0.498, -1.985, -1.588], [-0.617, -0.066, -0.446], [-0.415, -0.635, 0.897], [0.058, 0.388, 1.872], [0.395, 1.621, 1.026], [-0.511, 1.490, -0.260], [0.448, 0.021, -2.458], [1.456, -0.056, -1.043], [-0.293, -2.335, -2.109], [1.378, -2.549, -1.297], [-1.615, -0.251, -1.112], [0.310, -1.322, 0.874], [-1.374, -1.122, 1.293], [0.957, 0.263, 2.476], [-0.778, 0.462, 2.506], [0.218, 2.572, 1.708], [1.399, 1.711, 0.703], [-1.475, 1.823, 0.116], [-0.107, 1.779, -1.249]], "mulliken_spin": [0.015, 0.896, 0.064, 0.011, 0.002, 0.002, 0.011, 0.056, -0.006, -0.018, -0.028, -0.014, 0.003, 0.002, 0.001, -0.001, 0.002, -0.001, 0.005, -0.001]}

***

Entry 6:
{"formula": "C5H13N2O", "method": "ωB97M-V/def2-TZVPD", "charge": -1, "largest_force_ev_per_a": 2.43, "gap_ha": 0.2323, "de_lowest_kj_mol": 108.1, "smiles": "CN[C@@H](C)CNC[O-]", "elements": ["C", "N", "C", "O", "C", "C", "N", "C", "H", "H", "H", "H", "H", "H", "H", "H", "H", "H", "H", "H", "H"], "coordinates": [[0.968, -0.193, -1.060], [0.924, 1.099, -1.796], [-0.559, 1.592, -2.051], [-1.040, 2.361, -1.078], [-0.013, -0.248, 0.149], [0.468, 0.760, 1.237], [-0.104, -1.626, 0.546], [-0.973, -1.979, 1.665], [1.993, -0.349, -0.727], [0.608, -0.928, -1.780], [1.254, 1.767, -1.096], [-0.439, 2.217, -2.948], [-1.061, 0.598, -2.145], [-0.977, 0.205, -0.103], [1.529, 0.629, 1.460], [0.207, 1.778, 0.962], [-0.023, 0.549, 2.197], [0.806, -2.042, 0.669], [-0.820, -3.015, 1.940], [-0.731, -1.374, 2.549], [-2.018, -1.801, 1.410]], "lowdin_charge": [-0.244, -0.083, -0.522, -0.342, -0.418, -0.075, -0.109, -0.142, 0.092, 0.090, 0.055, 0.062, 0.078, 0.114, 0.061, 0.055, 0.046, 0.092, 0.061, 0.053, 0.075]}